*A*
The following is a DFT calculation (ωB97M-V with the def2-TZVPD basis set) of a structure of composition H26NO11.

XYZ file:
```
38
H26NO11, DFT ωB97M-V with the def2-TZVPD basis set
N 0.041 -0.017 0.302
H 1.010 -0.001 0.612
H 0.047 -0.217 -0.660
H -0.249 1.013 0.193
H -0.622 -0.509 0.897
O 0.402 3.739 1.213
H -0.214 4.483 1.373
H 0.594 3.654 2.057
O 2.686 0.890 2.555
H 3.501 1.325 2.303
H 2.718 0.385 3.321
O -2.837 -1.963 0.222
H -3.407 -1.754 0.903
H -2.230 -2.660 0.261
O -1.210 1.771 -1.620
H -1.051 1.465 -2.606
H -2.096 1.508 -1.231
O 2.438 1.838 -0.488
H 2.254 2.730 -0.711
H 3.142 1.852 0.222
O -1.118 -1.801 3.326
H -0.358 -1.648 3.897
H -1.186 -2.781 2.998
O -1.148 -0.388 -3.756
H -1.085 -0.994 -2.873
H -0.188 -0.324 -4.100
O 1.553 -2.704 0.729
H 2.368 -2.852 0.400
H 1.522 -3.134 1.613
O -3.060 1.365 -0.522
H -2.748 1.782 0.285
H -4.100 1.420 -0.560
O 2.463 -0.502 -2.284
H 3.220 -0.911 -2.017
H 2.475 0.391 -1.900
O -1.023 -1.929 -1.586
H -1.879 -1.810 -1.018
H -0.609 -2.712 -1.739
```

Calculated values
- HOMO: -12.35 eV
- Frontier orbital gap: 9.28 eV
- Net charge: +1

natural (NBO) atomic charge list, values in e, 8 entries: -0.890 0.460 0.473 0.476 0.445 -0.920 0.470 0.451

---

*B*
The following is a DFT calculation (ωB97M-V with the def2-TZVPD basis set) of a cluster of 12 separate species, H26NO11 in total.

XYZ file:
```
38
H26NO11, DFT ωB97M-V with the def2-TZVPD basis set
N 0.167 -1.338 -2.133
H 0.800 -1.570 -1.340
H 0.116 -0.390 -2.497
H 0.411 -2.067 -2.802
H -0.823 -1.505 -1.861
H 2.597 0.323 -3.869
H 3.255 -0.250 -2.541
O 2.452 -0.174 -3.062
H -2.817 0.800 0.568
H -3.573 0.836 1.941
O -3.598 0.553 1.047
H -3.121 -1.316 -0.362
H -2.589 -2.767 -0.892
O -2.421 -1.838 -0.760
H -1.589 2.441 3.061
H -1.693 2.258 1.554
O -1.864 1.801 2.397
H 1.746 1.111 -1.705
H 1.941 1.091 -0.269
O 1.486 1.632 -0.923
H 4.524 0.966 0.005
H 3.519 -0.137 0.438
O 3.985 0.235 -0.313
H -0.138 2.740 -0.017
H -1.145 3.858 0.433
O -1.072 2.978 0.058
H -1.240 1.793 -1.689
H -2.048 0.712 -1.253
O -1.383 0.873 -1.930
H 2.759 -2.447 0.044
H 1.228 -2.099 0.524
O 1.855 -2.311 -0.212
H -0.978 0.047 4.381
H 0.505 -0.167 4.446
O -0.302 -0.591 4.167
H -0.092 -1.545 2.402
H -0.857 -2.453 1.362
O -0.006 -2.080 1.604
```

Calculated values
- HOMO: -13.99 eV
- Frontier orbital gap: 11.26 eV
- Net charge: +1

natural (NBO) atomic charge list, values in e, 8 entries: -0.903 0.468 0.472 0.426 0.457 0.498 0.511 -0.991

---

The most stable arrangement is *B*, and the next structure is 85.6 kcal/mol less stable.

---

*A*
The following is a DFT calculation (ωB97M-V with the def2-TZVPD basis set) of the molecule C3H4S3.

XYZ file:
```
10
C3H4S3, DFT ωB97M-V with the def2-TZVPD basis set
C -1.003 1.125 -0.512
C -0.744 -0.376 -0.519
C 1.686 -0.609 0.856
H -0.720 1.690 0.411
H -1.058 -0.979 0.344
H -1.080 -0.935 -1.363
H 2.808 -0.537 0.807
S -1.786 2.123 -1.560
S 1.063 -0.520 -0.706
S 0.834 -0.984 2.242
```

Calculated values
- HOMO: -8.98 eV
- Frontier orbital gap: 8.01 eV
- Net charge: 0
- SMILES string: S=CCSC=S

natural (NBO) atomic charge list, values in e, 8 entries: -0.283 -0.621 -0.517 0.213 0.282 0.246 0.233 0.079

---

*B*
The following is a DFT calculation (ωB97M-V with the def2-TZVPD basis set) of the molecule C3H4S3.

XYZ file:
```
10
C3H4S3, DFT ωB97M-V with the def2-TZVPD basis set
C 0.001 0.176 -0.054
C -1.084 -0.493 0.628
C 1.338 -0.359 0.590
H 0.193 2.098 1.219
H -0.089 -0.313 -1.166
H -1.086 -0.818 1.776
H 1.343 -0.474 1.751
S -0.342 1.880 -0.142
S -2.544 -0.973 -0.245
S 2.767 -0.685 -0.274
```

Calculated values
- HOMO: -9.03 eV
- Frontier orbital gap: 7.47 eV
- Net charge: 0
- SMILES string: S=CC(S)C=S

natural (NBO) atomic charge list, values in e, 8 entries: -0.629 -0.198 -0.244 0.135 0.301 0.233 0.211 0.111

---

The most stable arrangement is *A*, and the next structure is 39.7 kcal/mol less stable.

---

*A*
The following is a DFT calculation (ωB97M-V with the def2-TZVPD basis set) of a structure of composition C8H13NO.

XYZ file:
```
23
C8H13NO, DFT ωB97M-V with the def2-TZVPD basis set
C 0.438 1.355 1.511
C 0.553 0.585 0.194
C 0.656 1.618 -0.930
C 1.508 -0.660 0.135
C 0.508 -1.433 1.039
C -0.358 -0.681 -0.009
C 0.670 -1.200 -1.056
C -1.848 -0.717 -0.049
N -2.551 0.105 -0.794
H 0.611 0.757 2.411
H 1.173 2.174 1.520
H -0.558 1.814 1.597
H 1.669 2.048 -0.938
H 0.441 1.236 -1.933
H -0.042 2.450 -0.752
H 2.602 -0.644 0.221
H 0.522 -2.525 0.939
H 0.411 -1.141 2.089
H 0.723 -0.687 -2.020
H 0.684 -2.289 -1.197
O -2.385 -1.899 -0.245
H -2.238 1.066 -0.701
H -3.190 -1.332 -1.030
```

Calculated values
- HOMO: -9.67 eV
- Frontier orbital gap: 10.32 eV
- Net charge: 0

natural (NBO) atomic charge list, values in e, 8 entries: -0.626 0.008 -0.630 -0.211 -0.376 -0.119 -0.349 0.583

---

*B*
The following is a DFT calculation (ωB97M-V with the def2-TZVPD basis set) of a cluster of 2 separate species, C8H13NO in total.

XYZ file:
```
23
C8H13NO, DFT ωB97M-V with the def2-TZVPD basis set
C -1.859 0.483 -1.559
C -2.384 -1.344 1.714
C -1.763 -0.898 0.427
C 1.075 1.535 -0.966
C 2.505 -0.470 -0.865
C -2.312 0.038 -0.354
C 1.875 0.618 -0.095
C 1.134 0.207 1.180
N -1.511 0.832 -2.607
O 1.376 -0.783 1.794
H -2.031 -0.904 2.737
H -2.473 -2.364 1.793
H -0.798 -1.305 -0.034
H 0.684 0.967 -1.690
H 1.697 2.205 -1.531
H 0.255 1.921 -0.303
H 2.978 -1.282 -0.326
H 3.393 -0.171 -1.443
H 1.764 -0.779 -1.705
H -3.268 0.392 -0.018
H 2.635 1.128 0.459
H 0.434 0.848 1.710
H -3.407 -0.874 1.682
```

Calculated values
- HOMO: -9.65 eV
- Frontier orbital gap: 9.94 eV
- Net charge: 0
- SMILES string: C/C=C/C#N.CC(C)C=O

natural (NBO) atomic charge list, values in e, 8 entries: 0.260 -0.654 -0.058 -0.594 -0.615 -0.374 -0.344 0.441

---

The most stable arrangement is *B*, and the next structure is 30.2 kcal/mol less stable.